{
  "formula": "CH3ClN2O2",
  "method": "ωB97M-V with the def2-TZVPD basis set",
  "lumo_ev": [-1.72, -1.59],
  "charge": 0,
  "e_above_lowest_kj_mol": 637.0,
  "gap_ev": [7.078, 7.307],
  "symbols": ["C", "N", "N", "O", "O", "Cl", "H", "H", "H"],
  "xyz": [[-1.43079, 0.64373, -0.01811], [1.50996, -1.57468, -0.64026], [-0.13057, 0.78802, 0.04243], [0.51505, 0.40448, 1.07295], [0.46019, 1.49227, -0.73164], [2.07686, -0.54733, 0.41473], [-2.14140, 1.29149, -0.59039], [-2.02882, -0.05341, 0.63493], [1.16953, -2.44456, -0.18464]],
  "atomic_forces_ev_per_a": [[-3.037, -1.478, 1.114], [0.297, 0.056, -0.013], [-3.044, 1.660, -1.167], [0.921, -1.643, 3.135], [1.830, 1.666, -2.373], [-0.763, -1.186, -0.629], [1.780, -0.431, 0.022], [1.589, 0.654, -0.420], [0.430, 0.703, 0.332]],
  "nbo_charge": [-0.25, -0.71, 0.36, -0.42, -0.49, 0.75, 0.22, 0.20, 0.34]
}